No. 1
ORCA calculation (ωB97M-V/def2-TZVPD) on the molecule C12H18N2O2.

E_LUMO	0.722	eV
HOMO	-0.3153	Ha
structure (SMILES)	O=C(O)CCCCCNCc1ccncc1
gap between HOMO and LUMO	9.30	eV
total energy	-728.07011	Ha
energy relative to the best compared isomer or geometry (same formula, charge and spin)	4.0	kcal/mol

Last columns: bonded neighbours and bond lengths (Å).
Geometry (Å):
1 O 1.394 -0.341 2.020  C2 1.204
2 C 2.280 0.062 1.313  O1 1.204, O3 1.335, C4 1.506
3 O 2.749 1.310 1.392  C2 1.335, H17 0.970
4 C 2.967 -0.732 0.234  C2 1.506, C5 1.538, H18 1.090, H19 1.089
5 C 2.390 -0.355 -1.141  C4 1.538, C6 1.529, H20 1.092, H21 1.092
6 C 0.867 -0.478 -1.206  C5 1.529, C7 1.529, H22 1.092, H23 1.093
7 C 0.358 -1.916 -1.099  C6 1.529, C8 1.529, H24 1.092, H25 1.090
8 C -1.137 -1.961 -0.784  C7 1.529, N9 1.459, H26 1.099, H27 1.097
9 N -1.422 -1.686 0.620  C8 1.459, C10 1.454, H28 1.015
10 C -2.468 -0.712 0.882  N9 1.454, C11 1.507, H29 1.094, H30 1.093
11 C -2.035 0.696 0.561  C10 1.507, C12 1.391, C16 1.394
12 C -2.370 1.321 -0.635  C11 1.391, C13 1.387, H31 1.080
13 C -1.827 2.565 -0.916  C12 1.387, N14 1.321, H32 1.083
14 N -1.009 3.205 -0.099  C13 1.321, C15 1.324
15 C -0.706 2.621 1.050  N14 1.324, C16 1.383, H33 1.084
16 C -1.181 1.378 1.425  C11 1.394, C15 1.383, H34 1.080
17 H 2.263 1.821 2.058  O3 0.970
18 H 4.032 -0.500 0.250  C4 1.090
19 H 2.823 -1.792 0.435  C4 1.089
20 H 2.846 -0.996 -1.898  C5 1.092
21 H 2.666 0.678 -1.359  C5 1.092
22 H 0.432 0.121 -0.405  C6 1.092
23 H 0.520 -0.049 -2.149  C6 1.093
24 H 0.548 -2.440 -2.038  C7 1.092
25 H 0.882 -2.451 -0.306  C7 1.090
26 H -1.524 -2.965 -1.006  C8 1.099
27 H -1.659 -1.254 -1.440  C8 1.097
28 H -0.576 -1.419 1.116  N9 1.015
29 H -2.719 -0.787 1.945  C10 1.094
30 H -3.348 -0.989 0.296  C10 1.093
31 H -3.045 0.849 -1.334  C12 1.080
32 H -2.055 3.076 -1.842  C13 1.083
33 H -0.049 3.190 1.697  C15 1.084
34 H -0.888 0.931 2.364  C16 1.080

=====

No. 2
ORCA calculation (ωB97M-V/def2-TZVPD) on a cluster of 7 separate species, C14H30N4O3 in total in a non-equilibrium geometry.

E_LUMO	0.135	eV
HOMO	-0.3737	Ha
structure (SMILES)	CC#N.CC#N.CC#N.CC#N.CCO.CCO.CCO
gap between HOMO and LUMO	10.30	eV
total energy	-995.87050	Ha
energy relative to the best compared isomer or geometry (same formula, charge and spin)	144.6	kcal/mol

Last columns: bonded neighbours and bond lengths (Å).
Geometry (Å):
1 C -2.069 2.789 1.536  C2 1.591, H4 1.032, H5 1.088, H6 1.074
2 C -2.782 2.895 2.955  C1 1.591, N3 1.179
3 N -3.338 2.959 3.993  C2 1.179
4 H -2.358 3.657 1.059  C1 1.032
5 H -1.002 2.618 1.666  C1 1.088
6 H -2.486 1.907 1.088  C1 1.074
7 C -2.449 1.978 -2.081  C8 1.559, H10 0.991, H11 1.195, H12 1.127
8 C -1.227 2.938 -1.952  C7 1.559, N9 1.112
9 N -0.382 3.650 -1.830  C8 1.112
10 H -3.289 2.505 -2.098  C7 0.991
11 H -2.398 1.498 -3.174  C7 1.195
12 H -2.649 1.113 -1.388  C7 1.127
13 C -2.552 -2.771 2.565  C14 1.576, H16 1.098, H17 1.104, H18 1.222
14 C -3.903 -3.045 3.330  C13 1.576, N15 1.126
15 N -4.894 -3.294 3.802  C14 1.126
16 H -2.645 -3.131 1.532  C13 1.098
17 H -2.300 -1.697 2.567  C13 1.104
18 H -1.719 -3.308 3.279  C13 1.222
19 C 1.053 0.681 -3.951  C20 1.544, H22 1.221, H23 1.092, H24 0.998
20 C -0.277 -0.015 -4.313  C19 1.544, N21 1.135
21 N -1.234 -0.609 -4.448  C20 1.135
22 H 0.829 1.872 -3.803  C19 1.221
23 H 1.589 0.261 -3.098  C19 1.092
24 H 1.674 0.663 -4.732  C19 0.998
25 C 2.005 1.576 1.153  C26 1.582, H28 1.204, H29 1.135, H30 1.120
26 C 1.846 1.015 2.623  C25 1.582, O27 1.460, H31 1.026, H32 1.144
27 O 0.422 0.843 2.897  C26 1.460, H33 0.852
28 H 1.483 1.134 0.161  C25 1.204
29 H 3.098 1.879 1.120  C25 1.135
30 H 1.396 2.512 1.062  C25 1.120
31 H 2.212 1.694 3.300  C26 1.026
32 H 2.278 -0.040 2.711  C26 1.144
33 H 0.133 0.560 3.647  O27 0.852
34 C -1.136 -1.880 -1.248  C35 1.574, H37 1.094, H38 1.108, H39 1.011
35 C -0.278 -1.186 -0.125  C34 1.574, O36 1.391, H40 1.189, H41 1.183
36 O -1.012 -0.278 0.632  C35 1.391, H42 1.005
37 H -0.678 -2.570 -1.962  C34 1.094
38 H -1.828 -1.101 -1.624  C34 1.108
39 H -1.821 -2.283 -0.623  C34 1.011
40 H 0.481 -0.583 -0.815  C35 1.189
41 H 0.346 -1.845 0.634  C35 1.183
42 H -0.409 0.113 1.334  O36 1.005
43 C 3.542 -1.238 -0.202  C44 1.505, H46 1.076, H47 1.017, H48 0.997
44 C 3.351 -2.345 -1.204  C43 1.505, O45 1.341, H49 1.162, H50 1.179
45 O 4.512 -2.211 -1.861  C44 1.341, H51 0.971
46 H 4.176 -1.402 0.651  C43 1.076
47 H 2.911 -1.395 0.579  C43 1.017
48 H 3.562 -0.284 -0.491  C43 0.997
49 H 2.496 -2.092 -1.948  C44 1.162
50 H 3.184 -3.410 -0.727  C44 1.179
51 H 4.537 -1.294 -2.181  O45 0.971